Record 1
2 unconnected molecules or ions with the total composition C6H12O2. Source: the OMol25 dataset; level of theory: ωB97M-V with the def2-TZVPD basis set.

The HOMO energy is -8.002 eV. The calculation puts the lowest unoccupied orbital energy at 0.6 eV. As for the SMILES: C/C=C/O.C=CCO. The calculation puts the gap between HOMO and LUMO at 8.58 eV. The energy above the lowest of the compared OMol25 structures with the same formula, charge and spin is 2.758 eV. The calculation puts the max |F| at 1.14 eV/Å.

```
! RIJCOSX wB97M-V def2-TZVPD def2/J DEFGRID3
* xyz 0 1
C 0.673 -2.540 -1.003
O -0.541 -1.780 -0.736
C 1.901 -1.685 -0.964
C 2.959 -2.005 -0.228
H 0.580 -2.985 -1.996
H 0.749 -3.310 -0.239
H -1.043 -1.836 -1.548
H 1.935 -0.832 -1.633
H 3.799 -1.330 -0.116
H 3.105 -2.978 0.230
C -2.351 3.171 1.267
C -1.055 2.389 1.136
C -0.939 1.360 0.300
O 0.208 0.627 0.244
H -2.103 4.113 1.767
H -2.802 3.431 0.311
H -3.058 2.679 1.933
H -0.256 2.642 1.821
H -1.750 1.115 -0.379
H -0.013 -0.247 -0.166
*
```

Mulliken atomic charge list, values in e, 6 entries: -0.262, -0.556, -0.079, -0.794, 0.348, 0.246



Record 2
2 unconnected molecules or ions with the total composition C6H12O2. Source: the OMol25 dataset; level of theory: ωB97M-V with the def2-TZVPD basis set.

The HOMO energy is -9.619 eV. The calculation puts the lowest unoccupied orbital energy at 0.7 eV. As for the SMILES: C=CCO.C=CCO. The calculation puts the gap between HOMO and LUMO at 10.27 eV. The energy above the lowest of the compared OMol25 structures with the same formula, charge and spin is 2.761 eV. The calculation puts the max |F| at 0.68 eV/Å.

```
! RIJCOSX wB97M-V def2-TZVPD def2/J DEFGRID3
* xyz 0 1
C -1.517 0.678 0.995
O -1.283 -0.239 2.052
C -2.172 0.008 -0.175
C -3.344 0.387 -0.671
H -0.577 1.134 0.665
H -2.136 1.480 1.394
H -0.506 -0.745 1.787
H -1.612 -0.813 -0.611
H -3.845 -0.064 -1.516
H -3.835 1.231 -0.197
C 2.183 -1.112 -0.114
O 1.274 -1.303 0.982
C 1.700 0.003 -0.974
C 2.389 1.134 -1.068
H 2.260 -2.049 -0.673
H 3.176 -0.882 0.277
H 1.637 -1.898 1.642
H 0.822 -0.160 -1.584
H 2.097 1.937 -1.728
H 3.289 1.273 -0.483
*
```

Mulliken atomic charge list, values in e, 6 entries: -0.320, -0.531, 0.083, -0.767, 0.175, 0.305



Record 3
A molecular structure, C6H12O2. Source: the OMol25 dataset; level of theory: ωB97M-V with the def2-TZVPD basis set.

The HOMO energy is -9.201 eV. The calculation puts the lowest unoccupied orbital energy at 0.7 eV. The calculation puts the gap between HOMO and LUMO at 9.90 eV. The energy above the lowest of the compared OMol25 structures with the same formula, charge and spin is 3.062 eV. The calculation puts the max |F| at 1.11 eV/Å.

```
! RIJCOSX wB97M-V def2-TZVPD def2/J DEFGRID3
* xyz 0 1
C 0.023 -0.019 -0.538
C -0.260 0.293 0.934
C 0.408 1.178 -1.395
C 0.956 -1.205 -0.738
C 0.652 -0.081 2.062
C -1.464 -0.458 -0.636
O -1.022 1.351 1.151
O -2.361 0.445 -0.698
H -1.755 1.301 0.390
H -1.286 -0.801 0.746
H -1.650 -1.459 -1.054
H 0.410 0.894 -2.449
H -0.298 1.998 -1.273
H 1.404 1.538 -1.129
H 0.631 -2.078 -0.167
H 1.977 -0.967 -0.437
H 0.967 -1.485 -1.793
H 0.130 0.041 3.009
H 1.035 -1.094 1.967
H 1.502 0.607 2.049
*
```

Mulliken atomic charge list, values in e, 6 entries: 1.640, 0.272, -1.585, -1.924, -1.355, -0.216



Record 4
2 unconnected molecules or ions with the total composition C6H12O2. Source: the OMol25 dataset; level of theory: ωB97M-V with the def2-TZVPD basis set.

The HOMO energy is -9.808 eV. The calculation puts the lowest unoccupied orbital energy at 0.0 eV. As for the SMILES: C=C(C)C=O.CCO. The calculation puts the gap between HOMO and LUMO at 9.77 eV. The energy above the lowest of the compared OMol25 structures with the same formula, charge and spin is 1.726 eV. The calculation puts the max |F| at 0.69 eV/Å.

```
! RIJCOSX wB97M-V def2-TZVPD def2/J DEFGRID3
* xyz 0 1
C -2.350 -0.213 0.456
C -2.172 1.298 0.566
O -2.621 -0.629 -0.856
H -1.908 -0.303 -1.426
H -3.203 -0.542 1.055
H -1.447 -0.719 0.839
H -1.339 1.616 -0.059
H -3.072 1.804 0.225
H -1.975 1.582 1.597
C 2.001 0.881 0.269
C 1.869 -0.520 -0.234
C 0.793 -0.768 -1.203
C 2.652 -1.529 0.146
O 0.046 0.075 -1.641
H 0.702 -1.824 -1.520
H 1.133 1.135 0.876
H 2.023 1.573 -0.571
H 2.900 1.004 0.866
H 3.454 -1.392 0.852
H 2.516 -2.527 -0.239
*
```

Mulliken atomic charge list, values in e, 6 entries: -0.233, -0.918, -0.539, 0.367, 0.340, 0.182



Record 5
2 unconnected molecules or ions with the total composition C6H12O2. Source: the OMol25 dataset; level of theory: ωB97M-V with the def2-TZVPD basis set.

The HOMO energy (spin up / spin down) is -13.549 / -13.448 eV. The calculation puts the lowest unoccupied orbital energy (spin up / spin down) at -3.9 / -7.7 eV. The calculation puts the gap between HOMO and LUMO (spin up / spin down) at 9.64 / 5.73 eV. The energy above the lowest of the compared OMol25 structures with the same formula, charge and spin is 1.397 eV. The calculation puts the max |F| at 2.80 eV/Å.

```
! RIJCOSX wB97M-V def2-TZVPD def2/J DEFGRID3
* xyz 1 2
C 1.839 0.444 -1.730
C 0.506 0.452 -1.048
C 0.277 -0.140 0.133
C -1.048 -0.248 0.741
C -1.808 -1.366 0.565
O -2.933 -1.418 1.249
C -0.508 1.327 -1.720
H 1.966 -0.154 -2.624
H 2.072 1.480 -2.005
H 2.705 0.333 -1.069
H 1.079 -0.502 0.783
H -1.365 0.647 1.276
H -1.521 -2.259 0.026
H -3.401 -2.276 1.149
H -0.871 0.914 -2.657
H -0.093 2.314 -1.961
H -1.394 1.637 -1.167
H 2.698 1.596 1.410
H 3.390 0.557 2.374
O 2.868 0.672 1.567
*
```

Mulliken atomic charge list, values in e, 6 entries: -1.289, 0.927, -0.500, -0.442, 0.222, -0.328



Record 6
2 unconnected molecules or ions with the total composition C6H12O4. Source: the OMol25 dataset; level of theory: ωB97M-V with the def2-TZVPD basis set.

The HOMO energy is -10.067 eV. The calculation puts the lowest unoccupied orbital energy at 0.7 eV. As for the SMILES: O=C1OCCC[C@@H]1CO.O. The calculation puts the gap between HOMO and LUMO at 10.75 eV. The energy above the lowest of the compared OMol25 structures with the same formula, charge and spin is 0.438 eV. The calculation puts the max |F| at 1.26 eV/Å.

```
! RIJCOSX wB97M-V def2-TZVPD def2/J DEFGRID3
* xyz 0 1
O -1.680 0.758 -2.444
C -0.972 1.391 -1.405
C -0.202 0.419 -0.505
C 0.986 1.092 0.180
C 1.523 0.190 1.280
C 0.429 -0.076 2.289
O -0.800 -0.538 1.694
C -1.154 -0.285 0.446
O -2.258 -0.657 0.078
H -2.427 0.305 -2.026
H -0.249 2.075 -1.871
H -1.649 2.002 -0.780
H 0.178 -0.398 -1.141
H 1.760 1.307 -0.569
H 0.676 2.059 0.610
H 1.883 -0.758 0.854
H 2.367 0.658 1.806
H 0.710 -0.857 3.005
H 0.183 0.838 2.848
O 0.339 -3.181 -1.071
H -0.522 -2.933 -1.442
H 0.878 -3.410 -1.834
*
```

Mulliken atomic charge list, values in e, 6 entries: -0.553, -0.884, 0.928, -0.897, -0.619, -0.459



Which of these has the lowest max |F|?
number 2



The lowest max |F| belongs to which entry?
number 2



Among the records above, which one has the highest max |F|?
number 5



max |F| of number 6 (C6H12O4)?
1.26 eV/Å